{"formula": "C69H161N11O11", "method": "ωB97M-V/def2-TZVPD", "lumo_ev": 0.5332, "smiles": "CC1(C)CCCC(C)(C)N1O.CC1(C)CCCC(C)(C)N1O.CC1(C)CCCC(C)(C)N1O.CC1(C)CCCC(C)(C)N1O.CC1(C)CCCC(C)(C)N1O.COC[C@H](C)N.COC[C@H](C)N.COC[C@H](C)N.COC[C@H](C)N.COC[C@H](C)N.COC[C@H](C)N", "orbital_gap_ev": 8.798, "symbols": ["C", "C", "C", "C", "C", "C", "N", "O", "C", "C", "C", "H", "H", "H", "H", "H", "H", "H", "H", "H", "H", "H", "H", "H", "H", "H", "H", "H", "H", "H", "C", "C", "C", "C", "C", "C", "N", "O", "C", "C", "C", "H", "H", "H", "H", "H", "H", "H", "H", "H", "H", "H", "H", "H", "H", "H", "H", "H", "H", "H", "C", "C", "C", "C", "C", "C", "N", "O", "C", "C", "C", "H", "H", "H", "H", "H", "H", "H", "H", "H", "H", "H", "H", "H", "H", "H", "H", "H", "H", "H", "C", "C", "C", "C", "C", "C", "N", "O", "C", "C", "C", "H", "H", "H", "H", "H", "H", "H", "H", "H", "H", "H", "H", "H", "H", "H", "H", "H", "H", "H", "C", "C", "C", "C", "C", "C", "N", "O", "C", "C", "C", "H", "H", "H", "H", "H", "H", "H", "H", "H", "H", "H", "H", "H", "H", "H", "H", "H", "H", "H", "C", "C", "C", "O", "C", "N", "H", "H", "H", "H", "H", "H", "H", "H", "H", "H", "H", "C", "C", "C", "O", "C", "N", "H", "H", "H", "H", "H", "H", "H", "H", "H", "H", "H", "C", "C", "C", "O", "C", "N", "H", "H", "H", "H", "H", "H", "H", "H", "H", "H", "H", "C", "C", "C", "O", "C", "N", "H", "H", "H", "H", "H", "H", "H", "H", "H", "H", "H", "C", "C", "C", "O", "C", "N", "H", "H", "H", "H", "H", "H", "H", "H", "H", "H", "H", "C", "C", "C", "O", "C", "N", "H", "H", "H", "H", "H", "H", "H", "H", "H", "H", "H"], "xyz": [[-5.49753, -0.09869, 0.35648], [-7.04131, 0.04763, 0.50182], [-7.19569, 0.84911, 1.78559], [-6.93357, 2.30054, 1.65238], [-7.83799, 2.83862, 0.46037], [-7.61682, 2.08855, -0.86079], [-7.83177, 0.67333, -0.57712], [-7.64883, -0.09084, -1.80427], [-8.67601, 2.61630, -1.90255], [-6.18637, 2.47983, -1.60157], [-7.58266, -1.31068, 0.82220], [-5.11311, -0.78361, -0.40402], [-5.13018, -0.53069, 1.27214], [-4.96117, 0.86581, 0.31570], [-8.23173, 0.72038, 2.06382], [-6.54475, 0.39128, 2.56426], [-5.93436, 2.39989, 1.34113], [-7.19074, 2.80370, 2.54199], [-7.65590, 3.89380, 0.33662], [-8.85940, 2.59522, 0.74121], [-8.65585, 3.70204, -1.94876], [-8.57594, 2.42090, -2.91981], [-9.65493, 2.29935, -1.63299], [-6.33011, 3.46725, -2.07418], [-5.24366, 2.46291, -0.94536], [-6.03951, 1.78832, -2.41860], [-8.57095, -1.13132, 1.21519], [-6.91672, -1.85026, 1.58071], [-7.58202, -2.00257, 0.01132], [-8.56209, -0.33963, -2.06598], [-6.48060, -4.79569, -3.55713], [-5.21289, -3.92897, -3.07211], [-3.81393, -4.51830, -3.35746], [-3.49965, -4.54264, -4.85688], [-3.41982, -3.07415, -5.33622], [-4.77153, -2.33758, -4.95842], [-5.18046, -2.54759, -3.53420], [-6.45366, -1.97279, -3.35095], [-4.50150, -0.85914, -5.08505], [-5.94781, -2.73720, -6.01399], [-5.31095, -3.93376, -1.55457], [-6.54798, -5.06361, -4.58874], [-7.37456, -4.30476, -3.26830], [-6.53963, -5.70450, -2.90090], [-3.12725, -3.92332, -2.72548], [-3.91026, -5.54391, -2.97823], [-4.20364, -5.12492, -5.47434], [-2.55383, -5.07773, -4.90578], [-3.29612, -2.91209, -6.41018], [-2.53514, -2.58476, -4.84348], [-3.73265, -0.61183, -4.32511], [-4.13618, -0.67711, -6.07716], [-5.45368, -0.32053, -4.99504], [-5.60347, -2.20468, -6.94762], [-6.08539, -3.81019, -6.19262], [-6.89282, -2.42686, -5.63291], [-4.59523, -3.35526, -1.01373], [-5.28795, -4.91220, -1.04935], [-6.28246, -3.48591, -1.33103], [-6.34192, -1.09740, -2.97702], [-3.52165, 4.20709, 2.43027], [-2.22952, 3.55451, 1.89369], [-1.66901, 4.51050, 0.88615], [-0.12112, 4.28666, 0.55017], [0.75984, 4.32413, 1.75653], [0.25013, 3.23543, 2.81442], [-1.26913, 3.49746, 3.00909], [-1.84008, 2.62373, 4.03414], [0.63881, 1.84329, 2.32808], [0.79579, 3.54169, 4.22866], [-2.52771, 2.15240, 1.27730], [-4.01599, 3.55879, 3.16636], [-4.10888, 4.48722, 1.58613], [-3.21690, 5.07018, 2.97719], [-2.16591, 4.45662, -0.07630], [-1.81897, 5.52325, 1.20464], [0.10712, 5.14250, -0.10473], [-0.00161, 3.49761, -0.22992], [0.61751, 5.28056, 2.20861], [1.83091, 4.24251, 1.50479], [0.26945, 1.70935, 1.27093], [1.70638, 1.73240, 2.31615], [0.25543, 1.07554, 3.00299], [0.41554, 4.48508, 4.49818], [0.35173, 2.76654, 4.87046], [1.89339, 3.57038, 4.17367], [-3.58239, 2.12671, 0.92544], [-2.39331, 1.27490, 1.94203], [-1.82736, 1.87587, 0.46148], [-1.90320, 1.67925, 3.83053], [8.48776, 5.68993, 0.74959], [7.90753, 4.75552, 1.80933], [6.61994, 5.41816, 2.32787], [5.47712, 5.31960, 1.43022], [5.13113, 3.90621, 0.97148], [6.40041, 3.08491, 0.55576], [7.54638, 3.33374, 1.43238], [8.73143, 2.72857, 0.81550], [6.00122, 1.57343, 0.55911], [6.75092, 3.46437, -0.88701], [8.94226, 4.56784, 2.97456], [8.87928, 6.65766, 1.15706], [7.79701, 5.94018, -0.06192], [9.29173, 5.24250, 0.13927], [6.31923, 4.90451, 3.25215], [6.95619, 6.43703, 2.57202], [5.50660, 6.08926, 0.65976], [4.55052, 5.56340, 1.93950], [4.54895, 3.89889, 0.06476], [4.55504, 3.40484, 1.76388], [6.22313, 0.98204, 1.47152], [4.91639, 1.62912, 0.50951], [6.39397, 1.12653, -0.32572], [6.19192, 2.90874, -1.58835], [6.50836, 4.47989, -1.05071], [7.85020, 3.31535, -1.04423], [8.60800, 3.86701, 3.76098], [9.08803, 5.51121, 3.56088], [9.83807, 4.09156, 2.65706], [8.93532, 1.97836, 1.38142], [-2.22575, -1.89690, 2.55503], [-2.49471, -2.48861, 4.00368], [-2.95898, -3.92465, 3.94322], [-1.82428, -4.92471, 3.72030], [-0.74508, -4.61588, 4.70910], [-0.25083, -3.18009, 4.70936], [-1.40608, -2.30630, 4.92289], [-1.04932, -0.88514, 4.77689], [0.58661, -3.01088, 5.98266], [0.63177, -2.87753, 3.52598], [-3.69651, -1.61153, 4.57787], [-3.02116, -2.31596, 1.95494], [-1.28969, -2.12017, 2.03728], [-2.32861, -0.81986, 2.43079], [-3.49435, -4.18566, 4.85798], [-3.81070, -3.94006, 3.26926], [-1.50432, -4.87796, 2.66260], [-2.09057, -5.95287, 3.92589], [0.08202, -5.24447, 4.50603], [-1.05685, -4.77631, 5.78423], [1.30970, -3.81555, 6.05713], [1.13789, -2.11363, 5.99849], [-0.07004, -2.99331, 6.88582], [0.15001, -3.39770, 2.62998], [0.81347, -1.82452, 3.41875], [1.55647, -3.48857, 3.61825], [-4.57817, -1.72432, 3.96594], [-3.47050, -0.48811, 4.60855], [-3.85828, -1.91274, 5.58375], [-1.41858, -0.46084, 5.54391], [0.61620, -5.53504, -4.29161], [0.06470, -4.91491, -3.07107], [0.65676, -5.64336, -1.84859], [0.15771, -5.18125, -0.62634], [-1.23279, -5.12197, -0.44573], [0.39739, -3.44493, -3.09158], [0.13476, -5.09081, -5.12595], [0.37182, -6.55211, -4.36253], [1.68302, -5.34307, -4.33443], [-1.03077, -5.07254, -3.05604], [1.71110, -5.44167, -1.77723], [0.44484, -6.73164, -1.99585], [-1.60157, -4.09793, -0.76043], [-1.50968, -5.30770, 0.59095], [-1.74451, -5.82543, -1.08582], [1.41762, -3.20491, -3.13837], [-0.08357, -3.05604, -2.26989], [3.73646, 4.74397, -4.43794], [3.10385, 3.51636, -3.74045], [4.11416, 2.41680, -3.63258], [4.62727, 1.95927, -4.84790], [5.43467, 0.82871, -4.57477], [2.65814, 3.78404, -2.26175], [4.57006, 5.08718, -3.89506], [3.00098, 5.54091, -4.45189], [4.14711, 4.54253, -5.47772], [2.17880, 3.15986, -4.29386], [3.55706, 1.50785, -3.14536], [4.93314, 2.69031, -2.96691], [6.15523, 1.01388, -3.74709], [5.88672, 0.53559, -5.50896], [4.86733, -0.03431, -4.21002], [2.11808, 2.99058, -1.95366], [2.00091, 4.49874, -2.42461], [5.42685, -2.63264, -1.08219], [5.06680, -2.57036, 0.45359], [4.71921, -4.00194, 0.96644], [4.25106, -4.02741, 2.32788], [4.15309, -5.34503, 2.89359], [6.11006, -1.97637, 1.19822], [5.87054, -3.64577, -1.42581], [6.15832, -1.86833, -1.27942], [4.48815, -2.36357, -1.60435], [4.15009, -2.00873, 0.58712], [5.67619, -4.60018, 0.80311], [3.95511, -4.40428, 0.29107], [3.82545, -6.04175, 2.09692], [3.44096, -5.39093, 3.69491], [5.13229, -5.67427, 3.31572], [5.95789, -2.01032, 2.21537], [7.09063, -2.13246, 1.02797], [5.14897, 2.62988, 6.68337], [5.37746, 1.87781, 5.31206], [4.04350, 1.89610, 4.65571], [3.98946, 1.07654, 3.42390], [3.50986, -0.20354, 3.68144], [6.44214, 2.50394, 4.57888], [6.03480, 2.80549, 7.27787], [4.38546, 2.15871, 7.35950], [4.62715, 3.55524, 6.45018], [5.61919, 0.79864, 5.47621], [3.78697, 2.89651, 4.30115], [3.24546, 1.43533, 5.26861], [2.54285, -0.27231, 4.16964], [4.23173, -0.71780, 4.29214], [3.30959, -0.59618, 2.67312], [6.57673, 2.10676, 3.65085], [7.28013, 2.54873, 5.10192], [-0.23007, -0.48303, -6.82679], [0.02020, 0.16601, -5.43416], [-0.59295, 1.56363, -5.39405], [-0.45138, 2.35068, -4.20096], [-1.48005, 2.22645, -3.33754], [-0.55061, -0.60497, -4.33127], [0.30698, 0.01496, -7.65787], [-1.29166, -0.45411, -7.00362], [-0.05389, -1.55994, -6.76643], [1.10494, 0.28036, -5.26897], [-1.63861, 1.30364, -5.55999], [-0.24021, 2.18617, -6.20241], [-1.63913, 1.26877, -2.84278], [-2.47854, 2.39626, -3.82305], [-1.40866, 2.90377, -2.51984], [-0.09369, -1.49583, -4.08241], [-1.56207, -0.75632, -4.38125], [2.22194, 0.32576, -0.52511], [1.08930, -0.60335, 0.00231], [-0.21077, -0.30636, -0.71881], [-1.10002, -1.38382, -0.39835], [-2.28065, -1.32664, -1.11995], [1.52677, -1.96932, -0.24207], [2.34136, 0.19979, -1.58762], [3.23581, 0.16023, -0.04264], [1.99447, 1.33743, -0.23123], [0.98366, -0.51264, 1.11860], [-0.03187, -0.20390, -1.82777], [-0.65334, 0.63968, -0.33146], [-2.72400, -2.35274, -1.04736], [-2.23152, -1.09095, -2.15346], [-3.00225, -0.59516, -0.73175], [1.98400, -2.38069, 0.56023], [0.60612, -2.47117, -0.22010]], "forces_ev_per_angstrom": [[0.4, 0.6, -0.6], [2.0, 0.0, 0.1], [-0.5, -0.6, 0.6], [-1.5, 0.0, -2.7], [1.0, -1.2, 0.9], [1.6, 1.3, -1.9], [0.1, -0.5, -0.5], [-0.7, 0.3, 0.5], [0.5, 0.5, 1.9], [-0.5, -0.2, 1.6], [0.7, -1.0, 1.2], [-0.4, 0.3, -0.4], [0.0, -0.3, 0.6], [-0.4, -0.5, -0.4], [-0.4, -0.1, 0.5], [-0.6, 0.2, -0.4], [1.5, 0.8, 0.1], [0.1, 0.8, 1.0], [-0.3, 0.4, -0.2], [-0.4, 0.5, 0.1], [0.0, 0.3, 0.7], [0.8, -1.3, -1.7], [-1.0, -0.2, 0.5], [0.2, -0.3, 0.5], [-1.5, 0.2, -0.9], [0.1, -0.4, -0.1], [-0.5, -0.6, 0.2], [-1.0, 1.0, -0.6], [-0.3, -0.2, -0.9], [0.8, 0.2, 0.4], [1.7, -0.5, 1.7], [-0.3, -1.0, 0.3], [-1.9, -0.5, -0.6], [0.8, 0.5, 0.2], [-0.6, 0.0, 1.2], [-0.6, -1.1, -0.7], [0.9, 0.0, -0.5], [-0.6, -0.5, -0.3], [-0.3, -0.1, 0.3], [2.5, 0.3, 0.1], [-1.6, 0.0, 0.7], [0.2, -0.2, -0.6], [-0.8, 1.0, 0.0], [0.5, 0.4, -0.8], [0.1, -0.4, -0.7], [0.5, 0.1, 0.1], [0.0, 0.2, 0.6], [0.4, 0.2, -0.6], [0.0, -0.4, 0.0], [-0.9, -0.3, -0.3], [-0.6, 0.4, -0.4], [0.4, 0.3, -0.5], [0.4, 0.3, 0.3], [-0.9, -0.7, 0.7], [0.6, 0.2, -0.1], [-0.6, 0.8, 0.1], [0.8, 0.7, -0.1], [-0.1, 0.0, -0.7], [0.0, 0.0, 0.4], [0.3, 0.2, 0.5], [0.9, -1.3, 0.7], [-0.1, -1.0, 0.4], [2.3, -0.6, -1.2], [-1.7, 1.1, -1.9], [-0.6, -1.7, 0.9], [-0.4, 1.2, -0.1], [0.5, -1.2, 0.3], [0.4, 1.2, 0.3], [-1.2, 0.3, -0.8], [0.2, -1.5, -1.5], [0.0, -0.4, -0.4], [-0.2, 0.1, -0.6], [-0.9, 0.1, -0.5], [0.1, 0.9, 0.3], [-0.5, -0.3, -0.1], [0.1, 0.6, 0.5], [0.2, 0.1, 0.3], [0.0, -0.3, 1.2], [0.0, 0.8, 0.5], [-0.4, -0.4, 0.2], [0.3, -0.1, 1.2], [0.7, 0.1, 0.0], [-0.2, -0.2, -0.2], [-0.4, 1.2, 0.6], [0.7, 0.3, 0.2], [-0.4, -0.2, 0.4], [0.8, 0.0, 0.0], [-0.3, 0.7, 0.2], [-0.6, 0.6, 0.1], [0.5, 0.0, -1.0], [0.9, 0.1, -1.4], [0.1, -1.0, 0.8], [1.6, -0.7, 1.9], [-2.3, 0.6, -1.2], [1.9, -0.4, 0.2], [-0.4, -0.5, -0.4], [0.8, 0.4, 0.4], [-0.6, 0.4, 0.3], [-0.2, 1.1, 1.1], [1.7, -0.1, 0.7], [-1.4, 0.7, 1.1], [-0.4, -0.9, 0.0], [-0.4, 0.1, 0.5], [0.1, -0.1, 0.7], [0.4, 0.2, 0.1], [-0.6, -0.1, 0.0], [0.2, -0.3, -0.6], [-0.1, 0.7, 0.5], [-0.6, 0.2, -0.2], [0.3, -0.1, -0.1], [0.2, 0.5, -0.5], [-0.2, -0.6, -0.3], [0.3, -0.8, -0.4], [-0.5, -0.8, -0.7], [-0.1, 1.3, -0.3], [-1.1, 0.0, -0.1], [-0.6, 0.2, -0.5], [0.3, -0.5, -0.9], [1.0, 0.3, -0.6], [-0.2, 0.0, 0.1], [-0.2, -0.6, 0.0], [-1.3, 2.7, -1.1], [-0.6, -0.5, 0.5], [-0.8, 0.4, -0.5], [-0.4, 0.8, 1.3], [0.9, 0.8, 1.5], [-0.4, 0.9, 0.0], [0.9, -1.2, -0.5], [-0.8, -0.8, 0.8], [-0.4, -2.5, -1.6], [1.5, 1.0, -0.9], [-0.3, -0.2, -0.5], [-0.1, -0.3, 0.4], [-0.1, 0.1, 0.6], [0.4, 0.1, 0.6], [0.3, -0.3, -0.8], [0.2, 0.0, 0.5], [-0.6, -0.3, -0.2], [1.1, -0.7, 0.0], [-0.1, -0.3, -1.2], [0.1, -0.3, 0.1], [0.6, 1.3, -0.2], [0.4, -0.2, -0.7], [0.7, 1.3, 0.7], [0.2, 0.4, -0.4], [-0.2, 0.8, 0.2], [-0.4, -0.2, -0.1], [-0.1, -1.6, -0.3], [-0.5, -0.4, 0.9], [-0.2, 0.0, 0.7], [0.3, 0.8, -0.4], [0.8, 0.9, 1.0], [-1.3, -0.1, -0.6], [0.2, 0.1, 1.2], [-0.3, 1.3, -0.9], [-0.8, -0.7, 0.2], [-0.2, 0.7, -1.0], [0.1, -1.7, 0.1], [0.3, -0.3, -0.2], [0.4, 0.5, 0.0], [0.6, -0.2, -0.2], [0.3, 0.4, 0.3], [0.2, -0.9, 0.5], [0.2, 0.0, 0.0], [-0.3, -0.5, -0.1], [-1.4, -0.6, 0.6], [1.0, 0.3, -0.3], [-1.0, -0.8, -0.8], [-0.7, -0.2, 0.4], [-1.4, -2.2, 1.1], [0.3, -0.3, 0.0], [0.0, -0.1, 0.3], [1.8, -0.2, -2.3], [1.1, 0.4, 1.0], [-0.1, 0.3, -0.3], [-1.0, -0.1, 1.2], [1.2, 0.4, 0.3], [0.9, 1.3, -0.4], [-0.1, 0.2, 0.1], [0.0, 0.2, -0.7], [0.5, 0.0, -0.1], [-0.5, 0.1, -0.1], [-0.1, -0.4, -0.1], [-1.1, 1.2, 0.4], [-0.7, -1.1, 0.8], [0.1, -2.0, -0.6], [1.0, -0.4, -0.6], [0.2, 0.0, -0.3], [1.0, 0.0, -1.3], [0.6, 1.4, 2.1], [-0.9, 1.5, 0.6], [0.3, 0.3, -0.2], [0.6, -0.5, -0.2], [-0.1, 0.5, -0.1], [-1.0, 0.4, 0.6], [-0.1, -0.2, 0.1], [0.2, 0.1, 0.5], [-0.5, 0.5, 0.3], [-0.5, 0.2, -0.5], [0.0, 0.0, -0.8], [-0.2, -0.5, -0.6], [-1.2, -0.8, -0.3], [0.2, -0.9, 2.2], [-0.9, -1.0, -2.2], [0.1, 1.7, 1.0], [-0.2, -0.1, -1.2], [-1.3, 0.6, -1.0], [0.3, 0.1, -0.1], [0.8, -0.3, -0.7], [0.5, 0.5, -0.1], [-0.2, 0.4, 0.4], [0.0, 0.0, 0.3], [0.4, 0.8, 0.3], [-0.4, 0.5, 0.5], [0.3, -0.9, 0.0], [0.6, -0.6, 0.4], [0.1, 0.2, 0.2], [0.9, -0.1, 0.4], [0.2, 0.3, 0.6], [0.7, -0.2, 0.2], [-0.4, -0.3, 0.2], [1.6, -0.7, -1.6], [-3.1, -0.6, 0.8], [0.2, -0.4, 0.6], [-0.2, -0.4, 0.4], [-0.7, 0.4, -0.3], [0.6, 0.2, -0.1], [-0.2, -0.3, 0.1], [-0.6, 0.7, 0.0], [0.2, 0.1, -0.3], [0.6, -0.6, -0.2], [0.6, 0.2, 0.1], [0.4, 1.0, 0.5], [-0.3, 0.5, -0.6], [0.6, 0.1, -0.3], [0.4, -0.3, 1.7], [2.1, 0.5, 0.9], [0.1, 0.1, 0.1], [0.8, 0.7, -0.6], [-1.9, -1.3, 0.9], [-2.1, -1.5, -0.6], [-0.1, 0.1, -0.5], [-1.2, -0.3, -0.4], [-0.2, 0.7, -0.3], [-0.3, 0.6, -0.9], [-0.3, -0.3, 0.9], [0.4, -0.4, -0.4], [0.1, 1.0, 0.0], [0.8, 0.1, -1.2], [0.1, -0.1, 0.4], [0.3, 0.3, 0.2], [1.2, -0.1, -0.3]]}